Computed, not measured: 3 unconnected molecules or ions with the total composition C25H32Br2N2O4, with ωB97M-V with the def2-TZVPD basis set.

Output
SMILES ... CCCCCCc1ccc2nccnc2c1/C(Br)=C(\C)Br.O=C1CCCO1.O=C1CCCO1
2S+1 ... 1
Net charge ... 0
Frontier orbital gap ... 8.6 eV

Each line ends with the Mulliken charge.
CARTESIAN COORDINATES (ANGSTROEM)
C 6.3085 -1.3989 0.7162  -1.18
C 6.9037 -0.2508 -0.0911  -0.18
C 7.2825 0.9614 0.7522  -0.88
C 6.0573 1.7139 1.3147  0.22
C 5.8433 3.0778 0.6650  -0.71
C 4.4140 3.6380 0.7601  -1.61
C 3.3104 2.6214 0.6384  0.89
C 2.8122 2.0428 1.8337  -0.34
C 1.8172 1.1142 1.8348  -0.88
C 1.2538 0.6980 0.6128  0.42
N 0.2621 -0.2402 0.6125  -0.68
C -0.2086 -0.5929 -0.5514  -0.09
C 0.2732 -0.0232 -1.7628  -0.41
N 1.2084 0.8830 -1.7917  -0.41
C 1.7284 1.2683 -0.5920  0.73
C 2.7584 2.2467 -0.5591  0.34
C 3.1692 2.8551 -1.8386  -0.66
Br 4.7836 2.2254 -2.5871  -0.10
C 2.4118 3.7621 -2.4481  0.40
C 1.0985 4.2546 -1.9177  -1.35
Br 2.8658 4.5195 -4.1121  -0.18
H 5.3467 -1.1340 1.1545  0.28
H 6.1673 -2.2774 0.0890  0.37
H 6.9750 -1.6812 1.5329  0.29
H 7.7867 -0.6208 -0.6157  0.39
H 6.1905 0.0543 -0.8637  0.07
H 7.8563 1.6457 0.1250  0.34
H 7.9231 0.6249 1.5680  0.41
H 5.1782 1.0893 1.1716  -0.11
H 6.2078 1.8588 2.3849  0.19
H 6.4952 3.7913 1.1739  0.37
H 6.1742 3.0644 -0.3743  0.37
H 4.2905 4.1447 1.7172  0.59
H 4.2731 4.3968 -0.0120  0.39
H 3.2447 2.3593 2.7732  0.41
H 1.4427 0.6843 2.7532  0.49
H -1.0026 -1.3271 -0.5923  0.31
H -0.1576 -0.3463 -2.7030  0.48
H 0.8905 5.2534 -2.2861  0.51
H 0.3014 3.5990 -2.2755  0.26
H 1.0932 4.2421 -0.8306  0.29
O -3.2091 -1.4286 -1.9644  -0.55
C -3.5602 -2.4403 -1.4348  0.58
C -4.9242 -3.1007 -1.4434  -0.13
C -4.8277 -4.0929 -0.2849  -0.31
C -3.3343 -4.4001 -0.2554  -0.50
O -2.6957 -3.1939 -0.7048  -0.39
H -5.0516 -3.6000 -2.4052  0.27
H -5.7069 -2.3591 -1.3206  -0.10
H -5.4412 -4.9834 -0.4050  0.37
H -5.1218 -3.6011 0.6440  0.15
H -3.0647 -5.2056 -0.9419  0.25
H -2.9523 -4.6374 0.7343  0.34
O -7.3965 -0.5110 -0.9002  -0.58
C -7.9591 -1.1712 -0.0806  0.56
C -8.6236 -0.7249 1.2076  -0.44
C -8.7654 -2.0307 1.9901  -0.49
C -8.8707 -3.0563 0.8658  -0.41
O -8.0845 -2.5176 -0.2117  -0.35
H -9.5893 -0.2858 0.9523  0.26
H -8.0136 0.0248 1.7025  0.31
H -9.6144 -2.0588 2.6690  0.33
H -7.8605 -2.2122 2.5713  0.25
H -9.8960 -3.1790 0.5114  0.27
H -8.4673 -4.0318 1.1258  0.30

***

Computed, not measured: a molecular structure, C23H56CaO15V, with ωB97M-V with the def2-TZVPD basis set.

Output
2S+1 ... 1
Net charge ... -1
Frontier orbital gap ... 7.8 eV

Each line ends with the Mulliken charge.
CARTESIAN COORDINATES (ANGSTROEM)
O -2.6113 3.1838 2.1034  -0.73
V -2.6028 2.5389 0.6391  0.91
O -2.9598 3.6650 -0.4381  -0.70
Ca -1.6584 -1.0534 0.2250  0.63
C -4.0484 0.2895 0.6450  1.02
O -4.0263 -0.8640 0.1079  -0.88
O -4.4567 1.3711 0.0882  -0.77
O -3.0787 0.4683 1.4571  -0.81
C -0.2920 1.3359 -0.0456  0.31
O -1.2805 1.1142 -0.8275  -0.06
O 0.3365 0.2986 0.4000  0.60
O -0.3709 2.4399 0.5800  -0.11
C 4.1591 -3.1803 1.1664  -1.71
C 3.6749 -1.8153 0.7049  0.96
C 3.7417 -1.6278 -0.7971  -1.24
O 2.3364 -1.6839 1.1817  -0.48
H 5.2325 -3.3247 1.0219  0.43
H 3.7146 -4.0195 0.6179  0.35
H 3.9189 -3.3427 2.2171  0.40
H 4.3156 -1.1003 1.2295  0.07
H 3.3787 -0.6531 -1.1133  0.26
H 3.1610 -2.4343 -1.2583  0.15
H 4.7462 -1.8178 -1.1851  0.50
H 2.0594 -0.7524 1.0570  -0.44
C 0.6188 -1.8459 -2.7041  -1.05
C -0.8026 -1.4753 -3.0779  1.31
C -1.2920 -2.1860 -4.3212  -1.86
O -1.6979 -1.8410 -1.9862  -0.24
H 0.7909 -2.9210 -2.8243  0.33
H 0.9329 -1.5638 -1.7033  -0.13
H 1.2953 -1.3384 -3.4001  0.53
H -0.8731 -0.3922 -3.2045  -0.26
H -0.6773 -1.9649 -5.1954  0.40
H -2.3419 -1.9861 -4.5398  0.42
H -1.1950 -3.2722 -4.1877  0.47
H -2.3790 -2.4043 -2.3621  0.04
C -1.6591 -2.9530 4.4514  -1.49
C -1.8200 -1.8190 3.4554  0.27
C -0.5189 -1.0449 3.3005  -0.52
O -2.1979 -2.4087 2.1872  -0.17
H -0.8871 -3.6384 4.0975  0.22
H -2.5780 -3.5400 4.5669  0.39
H -1.4270 -2.6367 5.4706  0.44
H -2.6036 -1.1386 3.7967  0.32
H -0.2078 -0.7984 4.3162  0.66
H -0.6873 -0.1333 2.7248  -0.06
H 0.2824 -1.6144 2.8288  -0.20
H -3.0848 -2.7631 2.3234  0.15
C 0.6815 -4.8529 1.3691  -1.27
C 0.0484 -4.2173 0.1333  0.81
C -1.3568 -4.7619 -0.0897  -1.37
O -0.0439 -2.7968 0.3296  2.21
H 1.6196 -4.3550 1.6143  0.14
H 0.8720 -5.9172 1.2254  0.44
H -0.0003 -4.7169 2.2083  0.13
H 0.6488 -4.3132 -0.7779  0.31
H -1.8420 -4.2565 -0.9221  0.13
H -1.9290 -4.5910 0.8215  0.14
H -1.2850 -5.8327 -0.2805  0.49
H 0.8116 -2.4721 0.6899  -0.78
C 2.3647 5.0340 -0.7253  -1.03
C 0.9741 5.5575 -0.3869  0.42
C -0.0967 5.1546 -1.4017  -1.01
O 0.6311 5.0581 0.9056  -0.60
H 3.1474 5.5762 -0.1864  0.32
H 2.5676 5.2074 -1.7879  0.41
H 2.4668 3.9898 -0.4331  -0.01
H 0.9993 6.6428 -0.2724  0.31
H 0.0743 5.5615 -2.4001  0.48
H -1.0164 5.6041 -1.0220  0.30
H -0.2228 4.0745 -1.4541  0.03
H 0.2841 4.1509 0.8322  0.26
C 4.0065 1.4404 3.6598  -1.61
C 2.6661 1.5994 2.9541  1.98
C 2.0514 2.9716 3.1725  -1.43
O 2.8967 1.3593 1.5750  -0.59
H 3.9601 1.1451 4.7075  0.36
H 4.5730 2.3808 3.6767  0.41
H 4.6696 0.7857 3.0895  0.34
H 1.9693 0.8547 3.3619  -0.54
H 0.9622 2.9808 3.1084  0.25
H 2.4142 3.6768 2.4236  0.25
H 2.2997 3.3658 4.1626  0.46
H 2.0605 1.4262 1.0827  -0.27
C -3.0275 3.0998 -5.1245  -1.70
C -2.9160 2.4574 -3.7581  1.22
C -3.8136 1.2169 -3.6096  -0.89
O -1.5885 1.9680 -3.5506  -0.62
H -2.2589 3.8733 -5.1807  0.40
H -3.9990 3.5832 -5.2322  0.39
H -2.8961 2.3641 -5.9192  0.36
H -3.0851 3.1960 -2.9683  -0.01
H -3.5044 0.4390 -4.3098  0.10
H -4.8442 1.4954 -3.8589  0.44
H -3.7927 0.8621 -2.5811  0.03
H -1.5816 1.5739 -2.6606  -0.17

***

Computed, not measured: 5 unconnected molecules or ions with the total composition C31H66IN2O4, with ωB97M-V with the def2-TZVPD basis set.

Output
2S+1 ... 1
Net charge ... +1
Frontier orbital gap ... 5.7 eV

Each line ends with the Mulliken charge.
CARTESIAN COORDINATES (ANGSTROEM)
C -0.0658 -3.4588 -4.1028  -1.21
C 0.4136 -2.5723 -2.9107  -0.02
C 0.6227 -3.3425 -1.5631  0.02
C 2.1075 -3.3695 -1.1435  -1.04
C 2.7081 -1.9599 -0.9382  -0.73
C 2.8260 -1.5677 0.5470  -0.73
C 1.4501 -1.2485 1.1714  -0.14
C 1.5987 -0.6812 2.5920  -0.93
C 2.1744 0.7586 2.5816  -1.04
C 1.6768 1.6071 3.7886  -0.52
C 2.7688 1.7525 4.8969  -0.87
C 2.8806 3.2255 5.2608  0.62
C 1.6866 3.8805 5.6863  -0.38
C 1.7966 5.2241 5.9786  -0.34
C 3.0790 5.7278 5.7925  0.09
I 3.3745 7.8015 6.1393  0.18
N 4.1318 5.0480 5.4264  0.23
N 4.0643 3.7480 5.1477  -0.68
H 0.1639 -4.5180 -3.9601  0.37
H -1.1483 -3.3404 -4.2058  0.32
H 0.3995 -3.1284 -5.0359  0.20
H -0.3345 -1.7893 -2.7616  0.23
H 1.3705 -2.1414 -3.2184  -0.01
H 0.0023 -2.9161 -0.7688  0.12
H 0.2903 -4.3728 -1.7382  0.16
H 2.2066 -3.9853 -0.2415  0.40
H 2.6614 -3.8736 -1.9436  0.41
H 3.7307 -1.9815 -1.3342  0.36
H 2.1603 -1.1897 -1.4882  0.31
H 3.3436 -2.3588 1.0973  0.26
H 3.3923 -0.6255 0.5750  0.39
H 0.8978 -0.5892 0.4945  0.20
H 0.9045 -2.1995 1.2078  0.21
H 2.3295 -1.3236 3.0994  0.37
H 0.6357 -0.7297 3.1095  0.47
H 3.2664 0.7158 2.5465  0.47
H 1.8490 1.2289 1.6484  0.53
H 0.8049 1.1126 4.2229  0.41
H 1.3860 2.5754 3.3667  0.31
H 3.7160 1.4238 4.4688  0.44
H 2.5436 1.1637 5.7888  0.33
H 0.7369 3.3697 5.7812  0.44
H 0.9389 5.8067 6.2840  0.55
H 5.0344 5.5035 5.3291  0.24
C -3.4846 6.5798 2.2209  -1.19
C -3.1429 5.4958 3.2275  -0.19
O -1.7450 5.3477 3.4522  -0.30
C -1.0778 6.4883 3.9519  -0.24
C -1.6137 6.9663 5.2924  -1.24
H -2.9965 6.3802 1.2656  0.32
H -4.5622 6.6205 2.0627  0.41
H -3.1606 7.5666 2.5550  0.29
H -3.4923 4.5364 2.8478  0.22
H -3.6638 5.6633 4.1758  0.30
H -1.0960 7.2960 3.2130  0.32
H -0.0285 6.2032 4.0688  0.26
H -2.6569 7.2726 5.2308  0.38
H -1.0356 7.8217 5.6484  0.40
H -1.5519 6.1676 6.0370  0.30
C 0.0053 0.3498 -8.4440  -1.25
C 0.2889 -0.7143 -7.3971  -0.19
O 1.6681 -0.9395 -7.1666  -0.42
C 2.4159 0.1702 -6.7063  -0.37
C 1.9249 0.7356 -5.3835  -0.71
H 0.4766 0.0861 -9.3919  0.31
H -1.0696 0.4476 -8.6012  0.41
H 0.3883 1.3275 -8.1478  0.27
H -0.1207 -1.6649 -7.7399  0.42
H -0.2186 -0.4805 -6.4540  0.23
H 2.4499 0.9507 -7.4746  0.32
H 3.4387 -0.1880 -6.5842  0.34
H 0.9045 1.1151 -5.4533  0.26
H 2.5667 1.5581 -5.0640  0.41
H 1.9360 -0.0368 -4.6118  -0.01
C -3.6518 1.6298 -0.7799  -1.02
C -3.2949 0.5434 0.2202  -0.30
O -1.9017 0.4103 0.4491  -0.39
C -1.2384 1.5489 0.9593  0.40
C -1.7662 2.0252 2.3010  -0.63
H -3.1582 1.4451 -1.7353  0.28
H -4.7300 1.6544 -0.9410  0.40
H -3.3443 2.6194 -0.4369  0.21
H -3.6280 -0.4200 -0.1656  0.40
H -3.8230 0.6977 1.1678  0.29
H -1.2598 2.3618 0.2240  0.18
H -0.1959 1.2608 1.0702  -0.51
H -2.8104 2.3337 2.2425  0.28
H -1.1857 2.8789 2.6564  0.16
H -1.7025 1.2246 3.0422  0.19
C -2.2055 -7.8542 -0.0809  -1.15
C -2.1587 -7.0864 -1.3914  -0.27
O -0.9792 -7.3159 -2.1433  -0.35
C -0.7535 -8.6613 -2.5314  -0.37
C -1.8550 -9.2445 -3.3999  -1.05
H -1.3419 -7.6041 0.5377  0.30
H -3.1150 -7.6079 0.4688  0.40
H -2.1948 -8.9332 -0.2387  0.26
H -2.1777 -6.0163 -1.1795  0.33
H -3.0454 -7.2968 -1.9991  0.31
H -0.5815 -9.2869 -1.6487  0.30
H 0.1800 -8.6575 -3.0949  0.33
H -2.8133 -9.2780 -2.8801  0.27
H -1.6008 -10.2623 -3.6975  0.39
H -1.9899 -8.6413 -4.2992  0.29

***

Computed, not measured: a molecular structure, C11H5N2O5V, with ωB97M-V with the def2-TZVPD basis set.

Output
Expectation value of S² ... 0.77
2S+1 ... 2
Energy above the lowest of the compared OMol25 structures with the same formula, charge and spin ... 0.98 kcal/mol
Net charge ... +3
Frontier orbital gap (spin up / spin down) ... 5.1 / 5.2 eV

Each line ends with the Mulliken charge.
CARTESIAN COORDINATES (ANGSTROEM)
O 0.5564 2.2414 -5.4140  -0.08
C 0.3494 1.3753 -4.7296  0.17
V -0.5355 0.3578 -1.2295  -0.01
O 0.5973 3.3222 -0.7035  0.01
C 0.2513 2.2952 -1.0964  0.46
C 0.5217 -1.3007 -1.7698  0.46
O 0.7927 -2.4339 -1.5589  -0.04
C 1.5330 0.0480 -1.6924  0.48
O 2.6781 -0.1064 -1.9629  -0.03
C -2.2153 0.7968 -1.6540  0.43
O -3.3367 0.9950 -1.8934  -0.01
H -0.9042 -0.5578 -2.4985  0.39
N 3.0813 -0.0338 3.8392  -0.22
C 2.0338 -0.2083 3.3243  -0.48
C 0.7969 -0.3902 2.6070  0.04
C -0.3485 -0.9889 3.1389  0.06
C -1.4731 -1.1732 2.3543  -0.92
C -1.4620 -0.7908 1.0307  -0.03
N -0.3258 -0.2326 0.5844  0.00
C 0.7845 0.0379 1.2877  0.20
H -0.3361 -1.2983 4.1819  0.59
H -2.3790 -1.6147 2.7296  0.49
H -2.2824 -0.9022 0.3249  0.45
H 1.6222 0.5624 0.7998  0.57

***

Strongest force on any atom / eV/A: 0.5; 4.6; 3.5; 12.6
E_tot / a.u.: -6530.350707; -3660.541665; -1928.563540; -1850.395586